Formula: C22H36F3Si4
Source: the OMol25 dataset
Level of theory: the ωB97M-V functional and the def2-TZVPD basis

Last column: Löwdin charge in e.
Positions of all 65 atoms, in Å:
C -2.71 2.23 2.40  -0.19
Si -2.40 0.84 1.17  0.35
C -3.32 -0.69 1.76  -0.22
C -3.12 1.35 -0.50  -0.22
Si -0.14 0.23 0.83  0.49
H 0.07 -0.92 -0.25  -0.07
Si 0.94 2.25 0.23  0.35
C 0.73 3.69 1.43  -0.19
C 2.79 1.90 0.06  -0.21
C 0.27 2.76 -1.46  -0.22
Si 0.69 -0.25 3.00  0.35
C 0.48 1.11 4.29  -0.19
C -0.20 -1.78 3.64  -0.23
C 2.53 -0.64 2.84  -0.22
H -3.79 2.41 2.46  0.04
H -2.36 2.00 3.42  0.02
H -2.24 3.18 2.11  0.01
H -4.40 -0.47 1.78  0.04
H -3.16 -1.54 1.09  0.02
H -3.03 -1.00 2.77  0.01
H -4.20 1.47 -0.40  0.04
H -2.71 2.30 -0.86  0.02
H -2.93 0.59 -1.27  0.01
H 1.28 4.56 1.02  0.04
H -0.31 4.00 1.56  0.02
H 1.14 3.50 2.42  0.02
H 3.27 2.78 -0.39  0.04
H 3.27 1.71 1.02  0.02
H 2.98 1.05 -0.60  0.01
H 0.87 3.60 -1.83  0.04
H 0.34 1.95 -2.18  0.01
H -0.77 3.09 -1.41  0.01
H 0.91 0.76 5.24  0.04
H 1.01 2.04 4.03  0.01
H -0.56 1.37 4.48  0.02
H 0.28 -2.12 4.57  0.04
H -1.26 -1.60 3.86  0.01
H -0.14 -2.61 2.92  0.03
H 2.89 -1.04 3.80  0.04
H 2.72 -1.39 2.07  0.02
H 3.13 0.25 2.60  0.01
F 3.71 0.73 -3.61  0.07
C 3.41 -0.47 -2.98  -0.21
C 4.44 -1.16 -2.37  0.13
C 4.08 -2.31 -1.66  -0.20
F 5.07 -3.00 -0.99  0.07
C 2.78 -2.77 -1.59  0.09
C 1.72 -2.02 -2.21  -0.18
C 0.39 -2.45 -1.94  0.08
C -0.85 -2.18 -2.59  -0.19
C -1.95 -3.05 -2.30  0.01
C -3.23 -2.78 -2.77  -0.02
C -3.47 -1.64 -3.56  0.06
C -2.40 -0.82 -3.87  -0.22
F -2.64 0.33 -4.60  0.07
C -1.10 -1.09 -3.47  0.09
C 2.09 -0.89 -2.98  0.08
H 5.47 -0.82 -2.42  0.16
H 2.56 -3.69 -1.07  0.14
H 0.33 -3.28 -1.23  0.14
H -1.77 -3.95 -1.71  0.13
H -4.05 -3.44 -2.53  0.13
H -4.47 -1.40 -3.93  0.14
H -0.31 -0.44 -3.82  0.10
H 1.36 -0.32 -3.54  0.11

Summary:
- HOMO-LUMO gap: 4.56 eV
- Max |F|: 1.92 eV/A
- Net charge: +1
- E_HOMO: -10.981 eV
- 2S+1: 1
- E_tot: -63055.3403 eV